Record 1
C31H59Br15IN4OS | ωB97M-V with the def2-TZVPD basis set

Each line ends with the Löwdin charge.
Cartesian coordinates (Å):
C1 -1.22 4.38 -0.72  -0.172
C2 -0.81 3.77 -2.05  -0.511
S1 0.99 3.63 -2.26  0.864
C3 1.33 2.41 -1.01  -0.456
N1 1.57 1.01 -1.49  -0.017
C4 2.56 0.69 -2.50  -0.790
Br1 2.22 1.25 -4.26  0.832
C5 3.64 -0.02 -2.18  -0.842
C6 4.01 -0.48 -0.81  -0.145
Br2 4.85 -0.58 -3.48  0.842
C7 0.88 0.04 -0.91  -0.252
N2 0.03 0.24 0.13  0.126
C8 -0.11 -1.14 0.87  -0.789
N3 -1.44 -1.59 0.88  0.014
I1 0.52 -0.68 2.88  1.026
C9 0.91 -1.97 0.04  -0.332
C10 0.97 -3.49 0.04  -0.577
Br3 -0.73 -4.38 -0.34  0.796
C11 1.53 -4.03 1.37  -0.284
C12 0.52 -4.42 2.46  -0.162
N4 0.97 -1.33 -1.28  0.026
O1 -0.24 -1.70 -1.96  -0.111
C13 -0.29 -1.22 -3.32  -0.148
C14 -1.67 -0.68 -3.63  -0.358
C15 -1.59 0.16 -4.90  -0.046
C16 -2.64 -1.85 -3.77  -0.140
C17 -4.16 -1.54 -3.76  -0.400
C18 -4.87 -2.68 -3.02  -0.099
C19 -4.53 -0.23 -3.08  -0.075
H1 -1.03 5.45 -0.72  0.012
H2 -0.74 3.91 0.13  0.058
H3 -2.31 4.28 -0.62  0.084
H4 -1.10 4.44 -2.86  0.076
H5 -1.26 2.79 -2.21  0.068
H6 0.49 2.40 -0.32  0.059
H7 2.22 2.74 -0.47  0.020
H8 3.39 0.00 -0.05  0.073
H9 5.05 -0.22 -0.61  0.070
H10 3.87 -1.56 -0.74  0.088
H11 0.46 0.89 0.79  0.053
H12 -2.08 -0.83 1.06  0.079
H13 -1.68 -2.01 -0.02  0.030
H14 1.88 -1.69 0.47  0.103
H15 1.64 -3.80 -0.76  0.102
H16 2.09 -4.94 1.12  0.114
H17 2.20 -3.28 1.80  0.087
H18 -0.29 -3.71 2.56  0.034
H19 1.06 -4.43 3.41  0.078
H20 0.14 -5.43 2.31  0.064
H21 0.46 -0.45 -3.47  0.040
H22 -0.05 -2.06 -3.97  0.148
H23 -1.92 -0.03 -2.78  0.125
H24 -0.85 0.95 -4.79  0.052
H25 -2.54 0.64 -5.12  0.079
H26 -1.28 -0.45 -5.75  0.095
H27 -2.39 -2.32 -4.73  0.127
H28 -2.43 -2.61 -3.01  0.107
H29 -4.53 -1.55 -4.79  0.134
H30 -5.94 -2.66 -3.19  0.083
H31 -4.67 -2.58 -1.95  0.076
H32 -4.46 -3.65 -3.31  -0.017
H33 -4.35 0.66 -3.69  0.070
H34 -3.97 -0.13 -2.14  0.073
H35 -5.58 -0.26 -2.78  0.080
Br4 6.00 2.17 1.98  0.613
C20 6.65 3.39 0.61  -0.689
C21 5.52 4.09 -0.09  -0.626
Br5 4.61 2.88 -1.32  0.806
H36 7.26 2.80 -0.07  0.052
H37 7.29 4.10 1.13  0.003
H38 5.89 4.91 -0.70  0.068
H39 4.77 4.46 0.60  0.057
Br6 -4.38 -2.85 2.20  0.594
C22 -6.10 -2.37 2.98  -0.680
C23 -7.17 -3.38 2.65  -0.695
Br7 -7.81 -3.22 0.83  0.604
H40 -6.34 -1.38 2.62  0.051
H41 -5.93 -2.35 4.05  0.059
H42 -8.04 -3.22 3.28  0.059
H43 -6.82 -4.40 2.77  0.051
Br8 -3.65 -6.13 -3.73  0.659
C24 -4.12 -7.42 -2.35  -0.677
C25 -5.07 -6.83 -1.34  -0.670
Br9 -4.18 -5.60 -0.13  0.577
H44 -3.18 -7.73 -1.90  0.051
H45 -4.58 -8.25 -2.87  0.060
H46 -5.48 -7.62 -0.71  0.061
H47 -5.88 -6.28 -1.80  0.055
Br10 -1.01 7.15 2.06  0.614
C26 -0.82 8.66 0.84  -0.691
C27 -2.14 9.10 0.27  -0.686
Br11 -2.80 7.88 -1.09  0.628
H48 -0.13 8.34 0.06  0.049
H49 -0.37 9.45 1.43  0.059
H50 -2.03 10.07 -0.22  0.061
H51 -2.92 9.17 1.03  0.052
Br12 -0.98 -1.96 7.04  0.611
C28 0.15 -0.38 7.00  -0.712
C29 -0.60 0.87 7.36  -0.688
Br13 -1.76 1.47 5.92  0.586
H52 0.57 -0.33 6.00  -0.010
H53 0.95 -0.56 7.72  0.062
H54 0.10 1.69 7.53  0.060
H55 -1.23 0.75 8.23  0.053
Br14 9.43 4.11 3.03  0.641
C30 9.82 2.25 3.42  -0.687
C31 11.04 1.77 2.68  -0.690
Br15 10.66 1.47 0.80  0.605
H56 8.93 1.68 3.15  0.019
H57 9.97 2.20 4.49  0.062
H58 11.37 0.81 3.07  0.061
H59 11.86 2.48 2.73  0.052

Its total charge is +1. Its orbital gap is 0.300 Eh. As for the spin multiplicity: 1. As for the total energy: -40816.6603 a.u.

Record 2
C31H59BrFNO20S | ωB97M-V with the def2-TZVPD basis set

Each line ends with the Löwdin charge.
Cartesian coordinates (Å):
N1 3.75 -0.08 1.04  -0.005
C1 3.74 1.21 0.38  -0.278
C2 3.27 2.43 1.22  -0.192
C3 2.17 3.24 0.53  -0.206
C4 0.78 2.63 0.75  -0.180
C5 -0.29 3.13 -0.24  -0.118
C6 -1.16 2.07 -0.87  -0.397
C7 -0.39 1.25 -1.92  -0.053
C8 0.61 0.18 -1.56  -0.275
O1 1.49 -0.09 -2.33  0.070
O2 -2.14 2.85 -1.70  -0.163
S1 -3.39 1.96 -2.06  0.597
O3 -3.22 1.34 -3.33  -0.208
O4 -4.57 2.68 -1.77  -0.198
O5 -3.14 0.86 -0.94  -0.188
C9 -2.19 1.34 0.03  -0.722
Br1 -1.47 -0.13 1.05  0.999
C10 -2.90 2.28 1.01  -0.155
C11 -3.86 1.63 1.99  -0.228
F1 -4.62 0.63 1.39  -0.050
H1 4.46 -0.13 1.75  0.063
H2 2.85 -0.27 1.48  0.055
H3 3.11 1.14 -0.51  0.085
H4 4.75 1.41 0.01  0.111
H5 4.12 3.09 1.38  0.102
H6 2.89 2.07 2.18  0.106
H7 2.18 4.27 0.91  0.115
H8 2.37 3.31 -0.55  0.115
H9 0.87 1.55 0.76  0.070
H10 0.46 2.91 1.76  0.120
H11 0.21 3.66 -1.05  0.119
H12 -0.92 3.87 0.26  0.113
H13 0.20 1.98 -2.50  0.147
H14 -1.08 0.79 -2.63  0.109
H15 0.52 -0.39 -0.63  0.062
H16 -2.16 2.81 1.61  0.125
H17 -3.46 3.03 0.44  0.122
H18 -3.36 1.23 2.88  0.105
H19 -4.56 2.39 2.34  0.124
C12 1.23 -6.69 2.73  -0.057
C13 1.38 -5.18 2.68  -0.207
O6 0.77 -4.64 1.50  0.034
C14 -0.55 -4.48 1.54  -0.617
O7 -1.26 -4.70 2.49  0.126
O8 -0.95 -3.99 0.37  -0.007
C15 -2.36 -3.77 0.26  -0.051
H20 1.62 -7.14 1.81  0.079
H21 1.79 -7.09 3.58  0.083
H22 0.19 -6.98 2.83  0.077
H23 2.43 -4.91 2.61  0.107
H24 0.96 -4.72 3.57  0.123
H25 -2.72 -3.16 1.08  0.077
H26 -2.90 -4.71 0.23  0.100
H27 -2.50 -3.24 -0.68  0.092
C16 -7.30 1.11 3.54  -0.062
C17 -6.48 -0.03 4.11  -0.206
O9 -6.29 0.12 5.53  0.038
C18 -7.31 -0.26 6.29  -0.614
O10 -8.35 -0.73 5.90  0.125
O11 -6.99 -0.04 7.56  0.004
C19 -8.01 -0.37 8.50  -0.038
H28 -6.86 2.07 3.80  0.078
H29 -7.35 1.03 2.45  0.081
H30 -8.32 1.09 3.93  0.077
H31 -5.48 -0.03 3.68  0.101
H32 -6.94 -0.99 3.90  0.127
H33 -8.36 -1.39 8.35  0.095
H34 -8.85 0.32 8.40  0.098
H35 -7.56 -0.27 9.48  0.092
C20 8.25 -7.86 2.79  -0.065
C21 8.33 -6.35 2.72  -0.212
O12 7.72 -5.84 1.52  0.038
C22 6.39 -5.76 1.54  -0.614
O13 5.68 -6.03 2.47  0.114
O14 5.99 -5.30 0.35  0.012
C23 4.57 -5.20 0.23  -0.031
H36 8.68 -8.31 1.89  0.082
H37 8.80 -8.23 3.65  0.080
H38 7.21 -8.19 2.87  0.076
H39 9.36 -6.02 2.67  0.122
H40 7.86 -5.89 3.58  0.122
H41 4.15 -4.62 1.05  0.081
H42 4.12 -6.19 0.20  0.099
H43 4.37 -4.68 -0.71  0.099
C24 0.17 -0.75 -5.12  -0.064
C25 -0.75 -0.95 -6.30  -0.199
O15 -0.08 -0.72 -7.55  0.040
C26 0.67 -1.73 -7.99  -0.614
O16 0.80 -2.80 -7.46  0.122
O17 1.25 -1.35 -9.13  0.004
C27 2.12 -2.33 -9.71  -0.041
H44 0.63 0.24 -5.17  0.086
H45 -0.38 -0.84 -4.19  0.065
H46 0.97 -1.49 -5.11  0.083
H47 -1.57 -0.23 -6.28  0.123
H48 -1.19 -1.95 -6.30  0.124
H49 1.61 -3.28 -9.82  0.095
H50 3.01 -2.45 -9.09  0.098
H51 2.40 -1.94 -10.68  0.092
C28 -1.01 6.33 -2.91  -0.053
C29 -0.65 6.71 -1.49  -0.207
O18 0.68 7.25 -1.41  0.037
C30 0.80 8.53 -1.76  -0.614
O19 -0.10 9.25 -2.10  0.127
O20 2.08 8.87 -1.66  0.005
C31 2.37 10.21 -2.04  -0.036
H52 -0.26 5.66 -3.33  0.083
H53 -1.98 5.82 -2.92  0.080
H54 -1.07 7.21 -3.54  0.078
H55 -0.64 5.82 -0.86  0.093
H56 -1.36 7.41 -1.07  0.127
H57 1.73 10.91 -1.51  0.095
H58 2.23 10.34 -3.12  0.099
H59 3.41 10.38 -1.78  0.093

Its total charge is 0. As for the structure (SMILES): NCCCCC[C@]1(CC=O)OS(=O)(=O)O[C@]1(Br)CCF.CCOC(=O)OC.CCOC(=O)OC.CCOC(=O)OC.CCOC(=O)OC.CCOC(=O)OC. Its orbital gap is 0.348 Eh. As for the spin multiplicity: 1. As for the total energy: -5848.2558 a.u.